Entry 1:
ORCA calculation (ωB97M-V/def2-TZVPD) on C4H11O4 as an isolated structure.

Output
- ΔE to the lowest compared entry with this formula, charge and spin: 347.12 kJ/mol
- E_LUMO: 3.54 eV

```
! RIJCOSX wB97M-V def2-TZVPD def2/J DEFGRID3
* xyz -1 1
O -3.728 0.067 -1.040
C -2.744 0.407 -0.255
C -1.435 -0.276 -0.124
C -0.503 0.480 0.826
C 0.834 -0.234 0.978
O 1.616 -0.261 -0.191
H -2.881 1.181 0.573
H -2.430 -0.708 0.398
H -1.025 -0.854 -1.034
H -0.997 0.493 1.824
H -0.328 1.574 0.492
H 0.609 -1.282 1.347
H 1.409 0.321 1.779
H 2.284 2.582 -0.719
H 2.368 1.020 -0.285
O 2.852 1.905 -0.214
H 1.308 -2.361 -2.215
H 1.463 -1.526 -0.865
O 1.326 -2.525 -1.276
*
```

---

Entry 2:
ORCA calculation (ωB97M-V/def2-TZVPD) on C10H10F5LaN as an isolated structure.

Output
- E_LUMO (alpha / beta): 2.37 / 2.37 eV

```
! RIJCOSX wB97M-V def2-TZVPD def2/J DEFGRID3
* xyz -1 1
C 0.171 -1.305 -1.986
C -1.130 -1.310 -1.398
C -1.030 -1.938 -0.123
C 0.328 -2.333 0.080
C 1.068 -1.947 -1.078
La 0.596 0.441 0.007
C -1.541 2.296 -1.140
C -0.756 2.604 -2.172
C 0.125 2.837 -3.122
N 2.588 -0.065 0.419
H -1.866 -2.187 0.526
H -2.054 -1.003 -1.883
H 0.714 -2.902 0.933
H 2.129 -2.147 -1.250
H 0.412 -0.913 -2.977
H -2.325 1.526 -1.248
H 3.577 -0.298 0.640
H -1.476 2.798 -0.161
H -0.184 3.109 -4.128
H 1.206 2.789 -2.960
F -1.189 -1.309 2.975
C -0.866 -0.064 2.514
F -1.994 0.695 2.584
C 0.214 0.535 3.384
F -0.166 0.679 4.667
F 1.335 -0.239 3.377
F 0.553 1.782 2.886
*
```

---

Entry 3:
ORCA calculation (ωB97M-V/def2-TZVPD) on a 2-piece molecular cluster, C3H6OS2 overall.

Output
- ΔE to the lowest compared entry with this formula, charge and spin: 690.00 kJ/mol
- E_LUMO: -4.62 eV

```
! RIJCOSX wB97M-V def2-TZVPD def2/J DEFGRID3
* xyz 0 1
C 0.114 0.693 0.178
C 0.938 1.313 -0.946
O 1.436 2.422 -1.096
C 0.427 -0.942 0.338
S 0.178 -1.560 2.101
S -2.515 -0.747 -0.563
H -1.084 0.874 0.281
H 0.607 1.037 1.135
H 0.750 0.666 -1.745
H 1.403 -1.516 0.220
H -0.221 -1.239 -0.540
H -2.033 -1.000 0.636
*
```

---

Entry 4:
ORCA calculation (ωB97M-V/def2-TZVPD) on a 2-piece molecular cluster, C9H14 overall.

Output
- ΔE to the lowest compared entry with this formula, charge and spin: 172.39 kJ/mol
- E_LUMO (alpha / beta): 3.95 / 3.79 eV
- <S²>: 0.75

```
! RIJCOSX wB97M-V def2-TZVPD def2/J DEFGRID3
* xyz -1 2
C -1.996 -1.266 -1.026
C -2.141 -2.642 -0.618
H -2.862 -0.650 -0.560
H -1.141 -0.831 -0.578
H -1.919 -1.086 -2.085
H -3.047 -3.090 -0.359
H -1.655 -2.881 0.350
H -1.494 -3.178 -1.215
C 0.504 1.437 2.460
C 2.182 0.853 0.829
C 0.920 1.406 1.051
C 2.483 0.421 -0.473
C 1.592 0.552 -1.553
C 0.011 1.490 0.019
C 0.340 1.104 -1.244
H 2.804 0.764 1.655
H 3.422 -0.036 -0.697
H 1.317 0.813 2.980
H -0.465 0.996 2.584
H 1.961 0.324 -2.427
H -0.951 2.043 0.115
H -0.385 1.062 -2.127
H 0.521 2.395 2.919
*
```